This record from the Open Molecules 2025 dataset describes a structure of composition C36H28BrCrN7O4PS at a distorted geometry. The level of theory is ωB97M-V/def2-TZVPD.

The value obtained for the energy above the lowest of the compared OMol25 structures with the same formula, charge and spin is 6.7 kcal per mole. As for the molar mass: 817.61 g/mol. The value obtained for the lowest unoccupied orbital energy (alpha / beta) is 0.00 / -0.05 eV. The value obtained for the orbital gap (alpha / beta) is 7.20 / 7.28 eV. As for the multiplicity: 4.

Element x y z (Å)
1 Cr -0.338812 0.988978 0.441111
2 O 2.801175 -0.259560 2.072237
3 C 2.213192 -0.491196 1.032298
4 O 1.539242 0.357277 0.284306
5 C 2.189130 -1.929679 0.520147
6 C 3.264186 -2.770281 0.843536
7 C 3.226461 -4.115720 0.535268
8 C 2.136483 -4.657474 -0.120359
9 C 1.077630 -3.824679 -0.470788
10 C 1.084109 -2.445737 -0.176072
11 P -0.205683 -1.319287 -0.809174
12 C 0.532652 -1.018989 -2.470164
13 C 1.891106 -0.902853 -2.650454
14 C 2.398460 -0.554298 -3.891633
15 C 1.539361 -0.244114 -4.962087
16 C 0.182442 -0.326641 -4.776117
17 C -0.296194 -0.704827 -3.537735
18 C -1.663250 -2.407181 -1.165279
19 C -2.725258 -2.322634 -0.239275
20 C -3.867380 -3.077274 -0.328693
21 C -4.002986 -3.951540 -1.397125
22 C -3.000173 -4.043910 -2.327217
23 C -1.843611 -3.283643 -2.205169
24 H 4.126565 -2.345981 1.349139
25 H 4.043234 -4.797070 0.764426
26 H 2.072460 -5.701143 -0.354747
27 H 0.218409 -4.264384 -0.988644
28 H 2.637896 -1.050622 -1.882297
29 H 3.472072 -0.476549 -4.045239
30 H 1.959704 0.020963 -5.929555
31 H -0.478225 -0.071412 -5.590579
32 H -1.368471 -0.689403 -3.409331
33 H -2.701605 -1.664617 0.628935
34 H -4.634332 -2.977947 0.426462
35 H -4.834473 -4.619410 -1.440324
36 H -3.061007 -4.737184 -3.154646
37 H -1.066063 -3.372149 -2.929797
38 Br 4.257482 2.555482 -0.487160
39 C 2.969377 2.928181 -1.849309
40 C 3.399560 3.659825 -2.966134
41 C 2.470873 3.831493 -4.004368
42 C 1.152244 3.381582 -3.786271
43 C 0.849640 2.718798 -2.592167
44 N 1.757012 2.466154 -1.672000
45 C -0.564265 2.235188 -2.453074
46 O -1.369866 2.472000 -3.344398
47 O -0.857970 1.546791 -1.379051
48 H 4.409725 3.996133 -3.074428
49 H 2.799671 4.247610 -4.954305
50 H 0.392237 3.481277 -4.529610
51 C -0.441103 -1.636859 2.764753
52 C -0.028826 -0.318453 3.399539
53 C 0.236602 -0.325056 4.771305
54 C 0.624309 0.839911 5.383472
55 C 0.665243 2.030453 4.632350
56 C 1.054595 3.270205 5.199511
57 C 1.027311 4.435639 4.473497
58 C 0.548437 4.383388 3.167820
59 C 0.215422 3.215344 2.538228
60 S -0.357101 3.260879 0.913799
61 C 0.278883 1.986128 3.258833
62 N -0.044995 0.783919 2.638793
63 H -1.440768 -1.956946 3.099163
64 H 0.320009 -2.431868 2.944039
65 H -0.500627 -1.485107 1.678415
66 H 0.212596 -1.279994 5.317150
67 H 0.836673 0.818464 6.458981
68 H 1.422334 3.228463 6.213015
69 H 1.301638 5.401027 4.886634
70 H 0.545353 5.277513 2.544690
71 N -5.132292 0.702129 2.763587
72 N -4.191649 1.061299 1.786655
73 N -4.495997 1.665656 0.691020
74 C -3.329653 1.675757 0.042456
75 N -2.375490 1.087040 0.784600
76 N -2.958378 0.706239 1.903959
77 H -4.882006 1.089000 3.652828
78 H -6.071378 0.927813 2.468787
79 H -3.223309 2.119675 -0.930977

Cartesian forces, eV/Å:
0.86 0.10 -0.25
-0.14 0.24 -0.31
-0.37 0.00 -0.36
0.17 -0.29 0.60
0.12 -0.09 0.07
-0.18 0.29 0.13
0.39 -0.52 -0.19
-0.76 0.89 -0.01
-0.39 0.18 -0.15
0.50 -0.78 0.18
-0.12 -0.37 -0.65
-0.82 0.41 0.42
1.25 0.03 -0.41
-0.29 0.45 -0.86
1.18 -0.39 0.32
0.11 0.05 -0.11
-0.87 0.08 0.01
-0.52 0.65 1.35
0.39 0.66 0.61
-0.07 -0.23 -0.40
-0.02 -0.15 0.46
0.54 -0.14 -0.42
0.07 -0.07 -0.33
-0.21 0.01 0.03
0.06 0.37 0.14
0.11 -0.37 -0.06
0.32 0.23 0.20
-0.34 -0.16 0.30
-0.15 -0.04 0.14
-0.08 0.05 0.17
-0.24 -0.01 0.08
-0.15 -0.13 0.17
0.47 0.11 -0.26
-0.06 -0.07 0.00
-0.58 -0.18 -0.19
-0.15 -0.04 -0.02
0.39 -0.15 -0.54
-0.18 -0.02 -0.05
0.24 0.39 -0.31
-1.08 -0.58 -0.45
-0.36 -0.56 0.98
1.33 0.11 0.11
0.15 0.63 -1.48
0.33 0.00 0.59
-0.57 -0.55 0.58
0.22 -0.14 0.56
0.03 0.03 -0.14
0.36 0.06 0.13
-0.25 0.13 0.23
-0.33 0.08 -0.26
0.49 0.21 -0.45
-0.91 -0.24 -1.29
0.66 0.22 0.68
-0.32 -0.72 0.18
-0.07 0.48 -0.60
0.23 -0.02 0.18
-0.33 -0.47 0.45
0.49 0.60 -0.70
-0.24 -0.67 0.33
0.16 -0.18 -0.51
0.10 -0.35 0.38
0.15 0.05 0.72
0.41 0.08 0.10
-0.62 0.54 0.02
-0.05 -0.19 0.42
-0.07 0.57 -0.33
0.09 0.27 -0.46
-0.02 0.21 0.20
0.11 -0.25 0.12
-0.14 -0.05 0.29
0.58 -0.50 -0.66
-0.52 -0.41 1.35
-0.04 0.49 -1.21
-0.55 0.01 0.13
-1.11 0.22 0.09
0.57 -0.63 0.24
0.12 0.37 0.27
0.19 0.29 -0.24
0.34 -0.11 -0.04

Here are the Mulliken charges for atoms 1 to 6, given in e:
1. Cr 1.013
2. O -0.732
3. C -0.233
4. O -0.019
5. C 0.951
6. C -0.717


This record from the Open Molecules 2025 dataset describes a structure of composition C18H21AsClMnN3O7S at a distorted geometry. The level of theory is ωB97M-V/def2-TZVPD.

The value obtained for the energy above the lowest of the compared OMol25 structures with the same formula, charge and spin is 5.4 kcal per mole. As for the molar mass: 588.76 g/mol. The value obtained for the lowest unoccupied orbital energy (alpha / beta) is -0.50 / -0.57 eV. The value obtained for the orbital gap (alpha / beta) is 8.32 / 7.47 eV. As for the multiplicity: 2.

Element x y z (Å)
1 Mn 1.156686 0.000178 -0.642709
2 O 4.941242 0.049375 3.761289
3 C 3.724241 0.052136 4.273702
4 O 3.525530 0.035637 5.462003
5 C 2.579670 0.071299 3.311108
6 C 1.245550 0.145145 3.664186
7 Cl 0.549206 0.375128 5.192550
8 N 0.496412 0.131803 2.533302
9 N 1.298409 0.007993 1.460337
10 C 2.540595 0.002939 1.903035
11 C 3.591320 -0.075914 0.836068
12 O 4.784437 -0.022149 1.128133
13 O 3.107372 -0.209120 -0.334296
14 C -0.918937 0.249425 2.361618
15 C -1.795079 -0.507999 3.126882
16 C -3.159911 -0.340044 2.948471
17 C -3.640452 0.566661 2.011450
18 C -2.748202 1.309979 1.251375
19 C -1.379228 1.162254 1.424658
20 H 4.947112 0.040204 2.757250
21 H -1.424046 -1.228100 3.841477
22 H -3.847628 -0.914450 3.554918
23 H -4.707578 0.700042 1.886677
24 H -3.103566 2.037670 0.532407
25 H -0.687157 1.794568 0.880086
26 N 1.849354 0.131346 -2.585231
27 C 1.304270 1.238911 -3.394141
28 C 1.567140 2.590159 -2.742049
29 C 0.809847 2.781738 -1.429129
30 O 0.025242 3.699860 -1.285384
31 O 1.097657 1.912981 -0.506644
32 H 2.840089 0.278108 -2.403175
33 H 1.761815 -0.745000 -3.086549
34 H 0.230314 1.077196 -3.490033
35 H 1.741993 1.235255 -4.396867
36 H 1.276878 3.377749 -3.435651
37 H 2.636024 2.693919 -2.532110
38 C -2.421499 -2.117221 -0.305812
39 As -1.788003 -1.092515 -1.795534
40 C -1.066001 -2.289102 -3.111043
41 C -3.338420 -0.305035 -2.589961
42 O -0.744098 0.135417 -1.404142
43 H -3.133259 -2.859160 -0.667450
44 H -2.910722 -1.429326 0.382782
45 H -1.596351 -2.608776 0.202340
46 H -1.834445 -2.990130 -3.433475
47 H -0.218206 -2.833384 -2.699657
48 H -0.740898 -1.687581 -3.959545
49 H -4.007787 -1.075009 -2.970720
50 H -3.018191 0.347860 -3.399851
51 H -3.849569 0.289703 -1.835156
52 S 1.380512 -3.301179 0.133441
53 C 1.070319 -1.891470 -0.385257

Cartesian forces, eV/Å:
-0.37 -2.39 -0.01
0.01 -0.02 -0.24
-0.03 0.02 0.00
0.01 0.00 -0.02
0.00 -0.06 -0.03
-0.02 0.30 0.07
-0.07 -0.05 -0.05
0.02 -0.40 -0.06
-0.27 0.49 0.08
0.01 -0.10 -0.03
0.05 -0.10 0.03
-0.01 -0.05 0.14
0.22 0.41 -0.01
0.00 0.16 0.00
0.00 -0.13 -0.13
-0.01 -0.01 0.05
0.04 0.00 0.00
-0.02 0.00 -0.04
-0.06 0.24 0.16
-0.03 0.02 0.10
0.05 0.02 0.04
-0.01 -0.02 -0.02
0.00 0.01 0.01
-0.01 0.00 0.02
0.07 -0.12 -0.11
-0.22 0.16 -0.05
0.04 0.09 -0.07
-0.07 0.00 -0.03
0.11 -0.30 0.10
-0.06 0.09 -0.04
0.05 0.53 0.14
0.03 -0.05 -0.03
0.05 0.00 -0.02
0.00 0.02 0.00
0.02 -0.06 0.01
0.00 0.02 0.03
0.01 0.00 -0.03
0.04 0.01 0.04
-0.17 -0.01 0.10
0.09 0.01 -0.03
-0.04 0.07 -0.03
0.18 0.21 0.06
-0.01 0.00 0.01
0.00 -0.01 0.01
0.04 0.00 -0.03
0.00 -0.01 0.00
-0.02 0.01 0.02
-0.01 -0.03 -0.02
0.00 0.00 0.00
-0.01 0.00 0.00
0.02 0.01 0.01
-0.16 -0.30 -0.02
0.50 1.35 -0.09

Here are the natural (NBO) charges for atoms 1 to 6, given in e:
1. Mn 0.815
2. O -0.675
3. C 0.784
4. O -0.584
5. C -0.263
6. C 0.181


This record from the Open Molecules 2025 dataset describes a cluster of 2 separate species, C4H11PS in total at a distorted geometry. The level of theory is ωB97M-V/def2-TZVPD.

The value obtained for the energy above the lowest of the compared OMol25 structures with the same formula, charge and spin is 121.1 kcal per mole. As for the molar mass: 122.17 g/mol. The value obtained for the lowest unoccupied orbital energy is 0.51 eV. The value obtained for the orbital gap is 8.79 eV. As for the multiplicity: 1.

Element x y z (Å)
1 C -2.181807 -1.922249 -0.073937
2 C 0.005406 1.292040 1.084995
3 C -0.036322 0.764437 -1.684096
4 C 1.088302 -1.179477 0.071945
5 P -0.297696 -0.069752 -0.104439
6 S 2.708926 -0.436894 0.552014
7 H -2.896188 -1.028656 0.332257
8 H -2.102921 -1.782173 -1.197708
9 H 0.310631 0.891278 1.991696
10 H 0.852272 1.801589 0.667351
11 H -0.887608 1.797203 1.163110
12 H 0.888112 1.237349 -1.758825
13 H -0.216877 -0.096361 -2.237657
14 H -0.675556 1.591019 -2.058338
15 H 1.341350 -1.533564 -1.013641
16 H 0.807244 -2.160137 0.638691
17 H 2.514833 -0.486510 1.770198

Cartesian forces, eV/Å:
0.42 3.15 0.46
1.10 -1.76 -1.77
-1.48 1.09 0.66
1.62 -2.35 -1.55
-2.39 -0.20 1.11
0.17 -0.30 -3.47
1.08 -1.91 -1.26
-0.63 0.06 0.71
0.33 -0.67 1.94
0.14 0.84 -0.08
-1.71 1.62 0.25
2.22 0.03 -0.23
0.27 -1.14 -2.22
-0.51 -0.84 0.83
-0.66 0.38 1.81
0.54 2.02 -0.84
-0.51 -0.04 3.64

Here are the natural (NBO) charges for atoms 1 to 6, given in e:
1. C -0.557
2. C -0.917
3. C -0.965
4. C -0.910
5. P 1.065
6. S -0.008


This record from the Open Molecules 2025 dataset describes the ion C7H9N3P with charge +1 at a distorted geometry. The level of theory is ωB97M-V/def2-TZVPD.

The value obtained for the energy above the lowest of the compared OMol25 structures with the same formula, charge and spin is 67.8 kcal per mole. As for the molar mass: 166.14 g/mol. As for the net charge: +1. The value obtained for the lowest unoccupied orbital energy (alpha / beta) is -6.18 / -6.18 eV. The value obtained for the orbital gap (alpha / beta) is 6.49 / 6.49 eV. As for the SMILES: [H]/N=C(N)/[NH+]=C1/C=CC=C/C1=P/[H]. As for the multiplicity: 1.

Element x y z (Å)
1 H 1.709729 1.965608 -2.856756
2 N 1.100923 1.589039 -2.158539
3 C 1.615800 1.139593 -1.106999
4 N 2.948169 1.012951 -0.858359
5 N 0.925222 0.585950 0.042774
6 C -0.173228 -0.086968 0.342263
7 C -0.268108 -0.401706 1.764113
8 C -1.297768 -1.125038 2.282663
9 C -2.314368 -1.580245 1.414343
10 C -2.381373 -1.125642 0.143734
11 C -1.287349 -0.345006 -0.466776
12 P -1.767031 -0.128274 -2.140370
13 H -0.440560 0.343713 -2.659389
14 H 3.617336 1.103829 -1.659744
15 H 3.457122 1.192349 -0.004182
16 H 1.550766 0.824938 0.778797
17 H 0.605934 -0.043219 2.181361
18 H -1.297071 -1.217355 3.297514
19 H -3.058089 -2.189433 1.980189
20 H -3.246056 -1.515084 -0.316635

Cartesian forces, eV/Å:
0.61 0.20 -0.11
-1.65 -0.65 0.48
0.25 -0.30 -0.08
2.77 0.10 -1.47
1.05 1.37 -1.85
-0.38 0.42 1.94
-0.81 -0.43 -2.97
1.50 1.47 -2.77
-0.69 -0.21 1.93
0.97 -0.49 1.74
-2.87 -1.28 -2.31
2.36 0.40 0.73
-1.42 -0.29 0.43
-1.35 0.10 1.01
-0.65 -0.14 0.28
-0.06 -0.49 1.17
1.19 0.36 2.15
-0.32 -0.83 2.63
0.20 0.44 -1.38
-0.68 0.25 -1.54

Here are the natural (NBO) charges for atoms 1 to 6, given in e:
1. H 0.384
2. N -0.704
3. C 0.592
4. N -0.845
5. N -0.524
6. C 0.313


This record from the Open Molecules 2025 dataset describes a cluster of 4 separate species, C4H14N2O5 in total at a distorted geometry. The level of theory is ωB97M-V/def2-TZVPD.

The value obtained for the energy above the lowest of the compared OMol25 structures with the same formula, charge and spin is 22.3 kcal per mole. As for the molar mass: 170.16 g/mol. The value obtained for the lowest unoccupied orbital energy is 0.40 eV. The value obtained for the orbital gap is 10.02 eV. As for the SMILES: NC(=O)NCCC=O.O.O.O. As for the multiplicity: 1.

Element x y z (Å)
1 N -2.212466 -1.421540 -0.474111
2 C -0.980776 -2.041908 -0.629479
3 O -0.833773 -3.190885 -0.284876
4 N 0.022909 -1.207226 -1.088119
5 C -0.141422 0.172051 -1.545532
6 C 1.168149 0.920031 -1.321123
7 C 1.713141 0.962191 0.085433
8 O 2.184674 1.812154 0.792225
9 H -2.524780 -0.742372 -1.143176
10 H -2.890566 -1.937981 0.060961
11 H 0.880585 -1.690533 -1.312401
12 H -1.053491 0.562298 -1.103009
13 H -0.416581 0.233191 -2.603017
14 H 0.973019 1.959549 -1.631460
15 H 1.938249 0.560731 -2.003787
16 H 1.689016 -0.089644 0.422563
17 O -0.169717 1.540518 2.581915
18 H -0.025108 1.118688 1.747528
19 H 0.707154 1.496062 3.009054
20 O 1.567775 -2.252915 1.855513
21 H 1.768715 -3.040076 1.324602
22 H 0.635343 -1.978055 1.826662
23 O -1.161679 2.543158 0.187028
24 H -0.758121 2.873087 1.005124
25 H -2.080238 2.839422 0.241475

Cartesian forces, eV/Å:
0.34 0.14 0.02
-0.68 1.20 -0.02
0.81 -0.58 0.19
-0.51 -0.67 -0.17
-0.05 -1.12 -0.08
-0.76 3.05 -0.42
0.12 -2.34 -0.09
-0.33 0.63 -0.81
-0.18 -0.01 0.16
-0.03 -0.08 -0.37
-0.11 0.03 -0.03
0.66 0.49 0.81
0.51 -0.22 -0.31
0.17 -0.17 -0.09
0.16 -0.32 0.16
0.12 -0.08 0.83
0.48 0.31 1.22
-0.04 -0.44 -0.71
-0.55 0.11 -0.25
0.38 0.42 0.25
-0.95 0.44 0.17
0.51 -0.90 -0.43
-0.24 0.35 0.04
-0.04 -0.15 -0.04
0.22 -0.09 -0.02

Here are the natural (NBO) charges for atoms 1 to 6, given in e:
1. N -0.870
2. C 0.779
3. O -0.652
4. N -0.650
5. C -0.215
6. C -0.537


This record from the Open Molecules 2025 dataset describes the molecule C4H9NO2. The level of theory is ωB97M-V/def2-TZVPD.

The value obtained for the energy above the lowest of the compared OMol25 structures with the same formula, charge and spin is 30.2 kcal per mole. As for the molar mass: 103.12 g/mol. The value obtained for the lowest unoccupied orbital energy is 0.90 eV. The value obtained for the orbital gap is 10.67 eV. As for the SMILES: COCCNC=O. As for the multiplicity: 1.

Element x y z (Å)
1 C 2.172634 1.107439 0.160694
2 O 0.771819 1.102758 0.271894
3 C 0.143033 0.476694 -0.825037
4 C -1.297033 0.206783 -0.427203
5 N -1.354881 -0.579911 0.789885
6 C -1.418013 -1.938084 0.748738
7 O -1.619093 -2.597297 -0.252580
8 H 2.566341 0.082354 0.079713
9 H 2.511561 1.678628 -0.716931
10 H 2.573879 1.572015 1.065174
11 H 0.640292 -0.478912 -1.058888
12 H 0.192545 1.118655 -1.719713
13 H -1.812114 -0.352859 -1.211784
14 H -1.825595 1.152018 -0.266076
15 H -0.954564 -0.154299 1.613356
16 H -1.290813 -2.395981 1.748756

Cartesian forces, eV/Å:
0.32 0.02 0.02
-0.03 0.02 0.02
-0.07 -0.14 -0.18
-0.10 0.09 -0.11
0.08 -0.14 0.00
-0.05 -0.02 -0.07
0.05 0.19 0.28
-0.05 0.15 0.01
-0.07 -0.06 0.12
-0.06 -0.06 -0.16
-0.05 0.14 0.05
-0.03 -0.10 0.12
0.10 0.10 0.09
0.08 -0.12 -0.01
-0.10 -0.11 -0.05
-0.02 0.04 -0.15

Here are the natural (NBO) charges for atoms 1 to 6, given in e:
1. C -0.246
2. O -0.553
3. C -0.073
4. C -0.252
5. N -0.613
6. C 0.526


Look up the multiplicity of the third one. 1


Number 5 is which compound? C4H14N2O5


Which formula does entry 2 have? C18H21AsClMnN3O7S


Look up the energy above the lowest of the compared OMol25 structures with the same formula, charge and spin of the fourth one. 67.8 kcal per mole